[1]
ORCA calculation (ωB97M-V/def2-TZVPD) on C33H30N6O2S5Ta as an isolated structure in a non-equilibrium geometry.

Multiplicity   1
E_LUMO   -4.33 eV
Energy relative to the best compared isomer or geometry (same formula, charge and spin)   294.0 kJ/mol
Net charge   +1
Frontier orbital gap   5.903 eV
E_tot   -3802.35598 a.u.

Each line ends with the Löwdin charge.
Element x y z (Å)
Ta (-1.030, 0.124, 0.497)  1.265
C (-0.394, 4.890, -4.706)  -0.034
C (0.034, 3.976, -3.592)  -0.273
C (0.782, 4.403, -2.529)  0.021
C (1.203, 3.521, -1.503)  -0.137
C (2.106, 3.990, -0.545)  0.004
N (2.657, 3.252, 0.395)  0.063
C (3.828, 3.673, 1.157)  -0.147
C (4.058, 2.854, 2.429)  -0.136
C (3.202, 3.253, 3.641)  -0.124
N (1.778, 3.010, 3.408)  0.121
C (1.208, 1.860, 3.223)  0.006
C (1.755, 0.554, 3.405)  -0.112
C (2.622, 0.140, 4.435)  0.035
C (3.017, -1.174, 4.558)  -0.235
C (3.867, -1.632, 5.707)  -0.027
C (2.609, -2.081, 3.566)  0.057
C (1.781, -1.718, 2.517)  -0.094
C (1.527, -2.657, 1.410)  -0.090
N (0.966, -2.323, 0.325)  0.039
C (0.967, -3.267, -0.773)  -0.208
C (-0.275, -3.170, -1.653)  -0.208
C (-0.301, -1.970, -2.582)  -0.206
N (-0.295, -0.625, -1.967)  -0.023
C (-0.279, 0.315, -2.830)  -0.149
C (0.007, 1.720, -2.625)  -0.163
C (-0.309, 2.614, -3.630)  0.043
C (0.764, 2.149, -1.492)  -0.360
O (1.057, 1.358, -0.536)  -0.157
C (1.293, -0.398, 2.475)  -0.248
O (0.442, -0.042, 1.549)  -0.374
H (0.094, 5.859, -4.634)  0.082
H (-1.475, 5.045, -4.678)  0.089
H (-0.150, 4.450, -5.673)  0.087
H (1.084, 5.444, -2.467)  0.131
H (2.413, 5.032, -0.593)  0.153
H (2.372, 2.265, 0.365)  0.126
H (3.730, 4.735, 1.395)  0.132
H (4.714, 3.567, 0.525)  0.133
H (5.101, 2.977, 2.719)  0.128
H (3.904, 1.794, 2.212)  0.117
H (3.331, 4.311, 3.858)  0.135
H (3.540, 2.693, 4.507)  0.111
H (1.219, 3.818, 3.167)  0.168
H (0.197, 1.907, 2.828)  0.033
H (2.918, 0.846, 5.201)  0.123
H (4.261, -0.788, 6.271)  0.084
H (4.700, -2.240, 5.355)  0.091
H (3.273, -2.243, 6.389)  0.070
H (2.960, -3.107, 3.611)  0.141
H (1.935, -3.666, 1.558)  0.138
H (1.097, -4.299, -0.422)  0.120
H (1.840, -3.016, -1.387)  0.130
H (-1.170, -3.204, -1.045)  0.024
H (-0.288, -4.055, -2.294)  0.122
H (-1.174, -2.063, -3.237)  0.127
H (0.587, -2.025, -3.219)  0.124
H (-0.402, 0.054, -3.888)  0.144
H (-0.873, 2.249, -4.483)  0.142
S (-2.694, 4.116, -1.216)  0.612
C (-2.241, 2.741, -0.467)  -1.745
S (-1.166, 2.723, 0.889)  0.498
S (-2.780, 1.141, -0.924)  0.488
S (-2.030, 0.370, 2.859)  0.635
C (-1.608, -1.242, 3.383)  -0.668
C (-1.072, -1.456, 4.647)  -0.047
C (-0.663, -2.726, 5.035)  -0.182
C (0.095, -2.882, 6.237)  -0.164
N (0.787, -2.972, 7.151)  0.194
C (-0.877, -3.818, 4.178)  -0.180
C (-1.431, -3.606, 2.919)  -0.042
C (-1.747, -2.322, 2.496)  -0.662
S (-2.284, -2.033, 0.855)  0.634
C (-0.510, -5.140, 4.578)  -0.172
N (-0.225, -6.208, 4.894)  0.190
H (-0.939, -0.618, 5.318)  0.125
H (-1.580, -4.450, 2.258)  0.128

---

[2]
ORCA calculation (ωB97M-V/def2-TZVPD) on C33H31Cl2N3O6PtS2Sb as an isolated structure in a non-equilibrium geometry.

Multiplicity   3
E_LUMO (spin up / spin down)   -3.08 / -3.89 eV
Energy relative to the best compared isomer or geometry (same formula, charge and spin)   129.5 kJ/mol
⟨S²⟩   2.007
Net charge   +1
Frontier orbital gap (spin up / spin down)   7.409 / 6.562 eV
E_tot   -3967.72668 a.u.

Each line ends with the Mulliken spin population.
Element x y z (Å)
Pt (-0.683, 0.666, 0.615)  1.454
Cl (-0.971, 4.886, -5.461)  0.000
C (-1.295, 4.038, -3.975)  0.002
C (-1.971, 4.730, -2.946)  -0.001
C (-2.134, 4.099, -1.731)  0.023
Cl (-2.966, 4.802, -0.302)  0.000
C (-1.552, 2.815, -1.498)  0.009
O (-1.656, 2.347, -0.307)  0.139
C (-0.796, 2.221, -2.538)  -0.051
C (-0.093, 0.938, -2.389)  -0.011
O (0.075, 0.224, -1.398)  0.058
C (-0.680, 2.865, -3.805)  0.000
H (-2.405, 5.742, -3.064)  0.000
H (0.510, 0.606, -3.243)  0.011
H (-0.066, 2.387, -4.546)  -0.001
C (-4.025, -2.079, -5.450)  0.000
C (-3.663, -3.313, -4.624)  0.000
S (-2.108, -3.073, -3.819)  0.000
O (-1.145, -3.428, -4.834)  0.000
O (-1.947, -1.819, -3.127)  -0.002
C (-1.952, -4.402, -2.593)  0.000
C (-2.770, -4.250, -1.323)  0.002
N (-2.797, -2.924, -0.678)  0.001
C (-1.712, -2.238, -0.261)  -0.046
N (-2.004, -0.987, -0.003)  0.164
C (-3.327, -0.802, -0.280)  -0.009
C (-3.851, -2.009, -0.713)  0.002
N (-5.207, -2.217, -1.154)  0.000
O (-6.132, -1.638, -0.559)  0.000
O (-5.402, -3.055, -2.031)  0.001
C (-0.370, -2.757, 0.004)  0.044
H (-4.969, -2.183, -6.008)  0.000
H (-3.177, -1.783, -6.091)  0.000
H (-4.202, -1.202, -4.822)  0.000
H (-3.611, -4.218, -5.246)  0.000
H (-4.485, -3.349, -3.868)  0.000
H (-0.869, -4.410, -2.479)  0.000
H (-2.151, -5.304, -3.160)  0.000
H (-2.469, -4.970, -0.588)  0.000
H (-3.811, -4.463, -1.473)  0.000
H (-3.892, 0.085, -0.260)  0.005
H (-0.293, -3.830, 0.007)  0.000
H (-0.138, -2.328, 0.969)  -0.015
H (0.349, -2.350, -0.737)  -0.004
S (-0.590, 0.423, 2.953)  0.104
Sb (1.712, 0.764, 2.961)  0.067
C (2.837, -0.769, 1.995)  -0.011
C (3.394, -1.914, 2.637)  -0.003
C (3.966, -2.894, 1.874)  0.001
C (4.092, -2.745, 0.487)  -0.001
C (3.630, -1.546, -0.129)  0.006
C (2.948, -0.629, 0.629)  0.018
C (2.292, 2.492, 1.998)  0.003
C (1.306, 3.122, 1.320)  0.106
C (1.610, 4.143, 0.487)  0.031
C (2.931, 4.676, 0.456)  -0.004
C (3.919, 4.078, 1.288)  0.009
C (3.607, 2.937, 2.064)  -0.006
C (2.256, 0.981, 4.970)  0.006
C (1.312, 1.636, 5.781)  -0.001
C (1.717, 2.119, 7.020)  0.001
C (3.001, 1.826, 7.490)  0.000
C (3.913, 1.206, 6.659)  0.001
C (3.553, 0.801, 5.368)  0.001
H (3.298, -2.038, 3.696)  0.000
H (4.200, -3.813, 2.355)  0.000
H (4.569, -3.507, -0.081)  0.000
H (3.660, -1.495, -1.231)  0.000
H (2.462, 0.194, 0.137)  -0.001
H (0.283, 2.879, 1.467)  -0.100
H (0.819, 4.633, -0.116)  0.000
H (3.061, 5.610, -0.157)  0.000
H (4.916, 4.454, 1.328)  0.001
H (4.373, 2.507, 2.701)  0.000
H (0.297, 1.810, 5.420)  -0.003
H (0.956, 2.504, 7.718)  0.000
H (3.270, 2.139, 8.500)  0.000
H (4.884, 0.951, 7.019)  0.000
H (4.358, 0.390, 4.726)  0.000